[1]
Formula: C4H13NO3
Source: the OMol25 dataset
Level of theory: the ωB97M-V functional and the def2-TZVPD basis

Values from the calculation:
Total energy in Ha: -440.617971
Gap between HOMO and LUMO (alpha / beta) in eV: 4.49 / 7.25
Spin multiplicity: 2
Total charge: -1
Lowest unoccupied orbital energy (alpha / beta) in eV: 3.665 / 3.656

Geometry (Å):
C -2.2573 -0.0518 -1.3235
C -1.6708 -0.6543 -0.0427
C -2.2517 -1.7248 0.6094
C 0.3766 -0.7685 1.2385
N -0.4838 -0.0710 0.4761
H -3.2911 -0.1775 -1.2793
H -2.2889 0.9907 -1.2295
H -1.6454 -0.3251 -2.2448
H -1.8076 -2.2138 1.5071
H -3.2470 -2.0395 0.3442
H 1.1316 -0.3037 1.8575
H 0.4217 -1.8745 1.2649
H -0.1729 3.4510 0.5903
H -0.2348 2.0096 0.1543
O 0.3615 2.8382 0.1847
H 4.2766 -0.0916 -0.0984
H 3.2323 -1.0998 -0.1833
O 4.1203 -0.9193 0.2883
H 1.2066 0.4798 -0.8396
H 2.1092 1.7002 -0.4347
O 2.1149 0.8456 -0.8396


[2]
Formula: C2H3N5O3
Source: the OMol25 dataset
Level of theory: the ωB97M-V functional and the def2-TZVPD basis

Values from the calculation:
Total energy in Ha: -577.248487
Gap between HOMO and LUMO in eV: 9.48
Spin multiplicity: 1
Total charge: 0
Lowest unoccupied orbital energy in eV: -0.619

Geometry (Å):
C -1.3860 -0.0651 0.0978
C -0.5891 -1.2817 -0.0183
N -2.6140 -0.4388 0.3017
N -1.3626 -2.3032 0.0126
N -0.8316 1.1630 -0.0066
N 1.2023 -1.6250 -0.4058
N 2.1520 -0.8447 0.1383
O 1.8895 0.3001 0.4098
O 3.1962 -1.4027 0.2979
O -2.6406 -1.7945 0.1649
H 0.1565 1.1715 -0.2383
H -0.9399 1.7790 0.7418
H 1.1925 -2.6142 -0.2782


[3]
Formula: C3N3P
Source: the OMol25 dataset
Level of theory: the ωB97M-V functional and the def2-TZVPD basis

Values from the calculation:
SMILES string: N#CP(C#N)C#N
Total energy in Ha: -619.801211
Gap between HOMO and LUMO in eV: 8.54
Spin multiplicity: 1
Total charge: 0
Lowest unoccupied orbital energy in eV: -1.715

Geometry (Å):
N 2.7606 2.3099 -0.2396
C 1.8633 1.5714 -0.2208
P 0.4883 0.4154 0.4046
C -1.2418 0.7697 -0.0242
N -2.3122 0.9634 -0.3465
C 0.9121 -0.7173 1.7172
N 1.2339 -1.6083 2.4136


[4]
Formula: C3H5BaO3
Source: the OMol25 dataset
Level of theory: the ωB97M-V functional and the def2-TZVPD basis

Values from the calculation:
Total energy in Ha: -368.017556
Gap between HOMO and LUMO in eV: 6.14
Spin multiplicity: 1
Total charge: +1
Lowest unoccupied orbital energy in eV: -5.044

Geometry (Å):
H -1.5064 0.5349 -0.1949
C -1.2106 -0.4294 0.2849
C -0.0433 -0.0706 1.1188
O 0.8387 0.9684 0.5725
C 1.5475 0.6298 -0.4437
O 2.2077 1.6474 -0.9039
Ba 1.1779 -1.8384 -1.0426
O -1.0154 -1.2490 -0.8412
H -1.8098 -1.0568 0.9832
H -2.9280 -0.0759 0.2410
H 0.2668 -0.5548 2.0450
H 2.4747 1.4944 -1.8191